1.
Entry from the Open Molecules 2025 dataset: 8 unconnected molecules or ions with the total composition C31H53NO26 at a distorted geometry (ωB97M-V/def2-TZVPD).

The geometry in XYZ format:
```
111
Properties=species:S:1:pos:R:3:forces:R:3
C -1.8276 -2.3949 -1.9778 -1.362 0.232 0.412
C -3.0454 -2.5158 -3.0755 -0.580 0.778 -1.323
C -4.0212 -3.8428 -2.9648 0.369 0.783 0.279
N -3.3427 -1.5894 -4.0458 1.677 0.206 5.156
C -2.8806 -0.2365 -3.5472 -0.295 2.371 2.465
C -3.4791 0.5569 -2.4392 2.560 -0.904 -2.841
C -4.7625 0.2741 -1.4577 -0.683 1.358 0.306
C -5.8141 -0.8622 -1.9989 2.390 -0.282 -1.082
O -7.2167 -0.5838 -1.6528 -0.465 -4.174 -0.874
C -7.9482 -1.8082 -2.0204 1.453 -3.348 -3.477
O -7.5482 -2.7359 -2.9009 -1.978 6.087 5.601
C -2.5003 1.9060 -2.3414 -1.109 3.328 4.148
O -2.6192 2.9164 -1.4379 1.294 -7.018 -6.466
O -1.3891 1.8986 -3.3432 -3.738 -4.139 0.655
C -1.5960 0.6519 -4.1219 2.141 -2.744 -5.154
O -0.8771 0.2633 -5.2095 -4.706 3.309 7.981
H -0.8763 -1.8703 -2.4125 -1.869 -1.233 0.708
H -2.2086 -1.7290 -1.0651 0.784 -1.432 -1.935
H -1.6484 -3.4671 -1.5446 -0.030 2.142 -0.959
H -5.0969 -3.5367 -3.3455 2.360 -0.804 0.568
H -4.1090 -4.1236 -1.8172 0.307 0.630 -2.341
H -3.5648 -4.7694 -3.5163 -0.938 1.857 0.935
H -5.3786 1.2951 -1.4041 1.453 -2.092 -0.062
H -4.4281 0.0364 -0.3378 -0.485 0.540 -2.578
H -5.7322 -0.8807 -3.1720 -0.101 -0.258 2.397
H -5.4739 -1.9019 -1.5256 -0.943 2.218 -1.254
H -8.9796 -2.0037 -1.4753 2.219 1.095 -0.975
C 1.0066 -1.3855 2.6840 -0.210 0.593 -0.060
O 1.4959 -2.7122 2.8697 -0.508 -0.965 -0.684
C 1.0150 -3.6146 1.9776 -0.196 -0.025 -0.220
O 0.2307 -3.3795 1.0718 1.021 -0.296 1.198
O 1.5579 -4.8238 2.2682 -0.363 1.175 -0.051
C 1.1385 -5.8782 1.4041 -0.116 -0.467 -0.385
H 1.4561 -0.7490 3.4511 0.041 -0.344 -0.069
H 1.2992 -0.9999 1.7020 -0.160 -0.102 0.126
H -0.0811 -1.3547 2.8050 0.187 -0.037 -0.163
H 1.4363 -5.6723 0.3709 -0.180 0.009 0.169
H 0.0561 -6.0270 1.4740 0.173 0.144 -0.114
H 1.6336 -6.7978 1.7280 0.034 0.370 0.137
C -1.4246 3.6803 1.3069 -0.326 0.231 -0.496
O -0.7259 3.0022 2.3490 -0.710 0.121 1.527
C -1.0854 3.3819 3.6012 -0.462 0.424 0.093
O -1.9247 4.2230 3.8823 1.283 -1.271 -0.395
O -0.3491 2.6636 4.4863 -0.433 0.388 -0.838
C -0.6231 2.9601 5.8543 -0.072 0.105 0.539
H -1.0580 3.2985 0.3501 0.035 -0.065 0.364
H -2.4991 3.4800 1.3685 0.211 0.156 0.051
H -1.2273 4.7565 1.3465 -0.175 -0.156 0.101
H -1.6656 2.7309 6.0977 0.150 0.204 -0.097
H -0.3937 4.0074 6.0757 -0.202 -0.162 -0.091
H 0.0212 2.3288 6.4725 -0.016 0.016 -0.387
C 3.4722 6.2959 -2.2173 0.499 0.143 -0.004
O 2.0911 5.9561 -2.1117 -0.503 -0.564 -0.627
C 1.6249 5.1910 -3.1309 0.115 -0.212 -0.442
O 2.2752 4.7936 -4.0848 -0.911 0.597 1.406
O 0.3097 4.9448 -2.9046 1.164 0.417 0.070
C -0.3178 4.1444 -3.9045 -0.039 0.081 -0.600
H 3.7370 6.9078 -1.3506 -0.346 -0.157 -0.082
H 4.0936 5.3947 -2.2051 -0.125 0.156 -0.176
H 3.6572 6.8830 -3.1226 -0.008 -0.260 0.081
H 0.1521 3.1571 -3.9598 0.096 0.647 -0.154
H -0.2844 4.6455 -4.8773 0.180 -0.080 0.121
H -1.3658 4.0112 -3.6222 0.511 0.454 0.152
C 1.7108 3.2322 1.1513 -0.223 -0.256 -0.555
O 2.7963 3.5694 2.0128 1.011 -0.726 0.279
C 3.7202 2.5862 2.1578 -0.134 -0.146 -0.127
O 3.6869 1.4870 1.6273 0.040 1.396 0.736
O 4.6875 3.0380 2.9955 -0.865 -0.181 -0.664
C 5.7345 2.1014 3.2421 0.401 -0.362 0.129
H 1.0340 4.0900 1.1087 0.504 -0.086 0.176
H 2.0712 3.0275 0.1381 0.042 -0.050 0.166
H 1.1560 2.3753 1.5467 0.404 0.206 -0.247
H 6.2558 1.8514 2.3124 -0.206 -0.086 0.149
H 5.3405 1.1992 3.7211 0.075 0.077 -0.241
H 6.4513 2.5675 3.9237 -0.328 0.147 -0.143
C 4.4108 -2.3478 2.8673 -0.486 -0.196 -0.290
O 5.4963 -2.0106 3.7288 1.041 -0.640 0.293
C 6.4202 -2.9938 3.8738 -0.181 -0.370 -0.284
O 6.3869 -4.0930 3.3433 0.098 1.586 0.786
O 7.3875 -2.5420 4.7115 -0.764 -0.162 -0.574
C 8.4345 -3.4786 4.9581 0.379 -0.312 0.103
H 3.7340 -1.4900 2.8247 0.424 -0.039 0.188
H 4.7712 -2.5525 1.8541 -0.026 -0.097 0.201
H 3.8560 -3.2047 3.2627 0.272 0.137 -0.169
H 8.9558 -3.7286 4.0284 -0.209 -0.085 0.149
H 8.0405 -4.3808 5.4371 0.048 0.099 -0.247
H 9.1513 -3.0125 5.6397 -0.326 0.153 -0.141
C -5.0784 4.5464 -1.4787 0.291 0.002 -0.515
O -6.0789 4.3224 -0.4874 -0.759 0.764 0.455
C -6.7785 5.4318 -0.1395 0.112 0.455 -0.208
O -6.6175 6.5532 -0.5949 -0.261 -1.658 0.680
O -7.6882 5.0773 0.8030 0.727 0.072 -0.708
C -8.5023 6.1527 1.2666 -0.300 0.377 0.188
H -4.5824 3.5929 -1.6800 -0.412 0.319 0.343
H -5.5305 4.9025 -2.4101 0.049 0.164 0.227
H -4.3272 5.2554 -1.1158 -0.197 -0.059 -0.137
H -9.0913 6.5730 0.4450 0.240 0.032 0.119
H -7.8880 6.9259 1.7393 -0.099 -0.070 -0.244
H -9.1921 5.7556 2.0163 0.272 -0.193 -0.198
C 4.0665 -5.2518 -3.7766 -0.229 0.498 -0.076
O 4.7382 -6.5028 -3.6427 -0.386 -0.887 0.630
C 4.1006 -7.3963 -2.8448 -0.275 0.091 0.149
O 3.0434 -7.2111 -2.2627 1.447 -0.259 -0.781
O 4.8432 -8.5314 -2.8069 -0.478 0.983 -0.144
C 4.2898 -9.5679 -1.9984 -0.175 -0.398 0.288
H 4.6645 -4.6158 -4.4352 0.069 -0.368 0.122
H 3.0811 -5.3897 -4.2331 0.119 0.003 0.235
H 3.9784 -4.7549 -2.8051 -0.124 -0.170 -0.155
H 3.3132 -9.8783 -2.3838 0.109 0.175 0.166
H 4.2107 -9.2435 -0.9558 -0.134 0.000 -0.226
H 4.9652 -10.4268 -2.0410 0.037 0.349 -0.176
```
Positions in Å, forces in eV/Å.

The structure (SMILES) is CC(C)=NC1=C(CCOC=O)C(=O)OC1=O.COC(=O)OC.COC(=O)OC.COC(=O)OC.COC(=O)OC.COC(=O)OC.COC(=O)OC.COC(=O)OC. As for the spin multiplicity: 1. For the gap between HOMO and LUMO, the calculation gives 8.315 eV.



2.
Entry from the Open Molecules 2025 dataset: 9 unconnected molecules or ions with the total composition C31H54Br18FN2 at a distorted geometry (ωB97M-V/def2-TZVPD).

The geometry in XYZ format:
```
106
Properties=species:S:1:pos:R:3:forces:R:3
C -0.6867 -4.6517 4.5983 5.345 1.802 -8.274
C 0.0239 -4.2594 3.4515 -4.179 -2.445 6.943
N 0.7959 -3.7488 2.2119 -2.051 2.044 2.816
N 1.3278 -4.7496 1.4923 2.407 4.474 -4.056
C 2.0406 -4.1935 0.3443 0.261 -0.083 -0.521
C 2.2159 -2.6901 -0.1593 -1.708 0.301 2.582
F 2.9686 -2.3950 -1.4082 -2.781 -1.250 4.575
C 1.5231 -1.5663 0.7875 1.005 -4.076 -0.463
C 1.5721 0.0381 0.4820 0.103 0.309 -0.819
C 1.2939 0.2995 -1.1460 -0.699 -0.076 0.848
C 0.8238 -2.3058 2.0297 0.643 1.121 -0.908
C 0.0910 -1.3351 3.1613 0.165 0.308 0.243
C -1.5412 -1.2735 3.0328 -0.660 0.839 0.066
C -2.1313 -1.4153 1.5112 -1.105 0.139 0.438
C -2.9540 -2.8315 1.4381 -0.519 -0.201 0.828
C -4.4637 -2.5131 2.0829 0.879 0.545 -0.644
H -1.1599 -5.3162 5.4699 1.276 1.969 -2.421
H 2.5822 -5.0207 -0.3289 -1.467 2.013 1.750
H 2.6335 0.5228 0.7340 -2.223 -1.502 -0.330
H 0.7561 0.6730 1.0419 1.559 -1.810 -0.796
H 0.8117 1.3841 -1.1937 1.161 -2.375 -0.135
H 2.2702 0.2327 -1.7909 -2.028 0.104 1.306
H 0.4815 -0.5004 -1.4644 1.703 1.741 0.334
H 0.4007 -1.6234 4.2775 -0.509 0.230 -2.635
H 0.4745 -0.2116 3.0330 -0.553 -2.780 -0.066
H -1.8688 -0.2009 3.4345 1.062 -2.533 -0.786
H -2.1055 -2.0482 3.7319 1.510 1.482 -1.519
H -1.3551 -1.2425 0.6531 -1.231 -0.506 1.690
H -2.9460 -0.5511 1.3894 1.834 -1.853 0.112
H -3.0222 -3.3164 0.3756 0.054 1.148 1.932
H -2.4545 -3.6316 2.1642 -0.828 1.649 -1.656
H -4.2887 -2.1821 3.2164 -0.681 -0.787 -2.479
H -5.2030 -3.4146 1.9778 1.526 1.776 0.398
H -4.8843 -1.5870 1.4641 0.649 -2.040 1.486
Br -0.5185 4.2208 -1.1594 0.079 0.034 0.000
C 0.1876 4.7956 -2.8849 -0.165 0.053 -0.051
C 0.8882 3.6609 -3.5946 0.160 0.085 -0.157
Br 2.6531 3.3323 -2.8308 -0.063 -0.068 -0.026
H 0.8365 5.6550 -2.6938 -0.110 -0.286 -0.055
H -0.6862 5.1256 -3.4535 0.161 -0.105 0.062
H 1.0751 3.9173 -4.6411 -0.074 -0.014 0.169
H 0.3400 2.7159 -3.5488 0.114 0.295 0.021
Br 7.8888 0.3703 -2.7646 -0.042 -0.024 0.155
C 7.0292 -0.7930 -1.4553 0.161 -0.063 -0.150
C 5.5284 -0.6213 -1.4732 -0.020 -0.170 0.193
Br 4.9941 1.0204 -0.5647 0.069 0.045 -0.130
H 7.4804 -0.5688 -0.4845 -0.188 -0.018 -0.234
H 7.3051 -1.8082 -1.7531 -0.137 0.155 0.046
H 5.0414 -1.4259 -0.9153 0.216 0.152 -0.118
H 5.1084 -0.5786 -2.4820 0.157 -0.008 0.257
Br 3.6022 -0.3818 -4.7324 -0.033 -0.087 0.033
C 4.9344 0.8669 -5.4195 0.079 0.073 0.258
C 4.7352 1.1220 -6.8950 1.068 -0.956 2.665
Br 5.3886 -0.3727 -7.9650 0.777 -1.587 1.423
H 5.9165 0.4495 -5.1795 -0.262 0.094 -0.088
H 4.7853 1.7854 -4.8454 -0.027 -0.103 -0.121
H 5.3250 1.9834 -7.2207 0.171 -0.413 0.942
H 3.6887 1.2783 -7.1711 0.421 -0.550 1.170
Br -0.6408 0.3189 -4.5423 -0.004 0.034 -0.014
C -1.2191 0.9673 -6.2891 -0.201 -0.159 0.032
C -0.2266 0.5966 -7.3661 0.033 0.111 -0.152
Br 1.3439 1.7526 -7.3077 -0.681 -0.015 0.126
H -1.3741 2.0458 -6.1938 0.119 -0.274 -0.087
H -2.1821 0.4811 -6.4679 0.190 0.066 -0.013
H -0.6579 0.7537 -8.3586 0.033 0.004 0.204
H 0.1326 -0.4334 -7.2894 -0.117 0.268 0.077
Br 0.6663 0.9646 5.8078 0.015 0.090 0.022
C -0.5058 2.4355 6.3263 0.110 0.044 0.145
C -1.9384 1.9739 6.4551 -0.139 0.133 0.052
Br -2.7693 1.7520 4.7039 -0.125 0.172 0.207
H -0.3697 3.2283 5.5852 -0.115 -0.233 0.170
H -0.1222 2.7774 7.2915 -0.129 -0.079 -0.147
H -2.5433 2.7306 6.9624 0.153 -0.122 -0.072
H -2.0417 1.0203 6.9802 0.074 0.250 -0.142
Br 2.5569 2.4813 -12.2889 0.096 0.073 0.089
C 4.4493 2.5627 -11.8215 0.037 -0.076 -0.394
C 4.8230 1.4594 -10.8597 -0.102 0.343 0.071
Br 4.2206 1.8662 -9.0493 -1.448 3.139 -6.280
H 4.6376 3.5652 -11.4269 -0.044 -0.327 -0.017
H 4.9812 2.4449 -12.7695 -0.076 -0.001 0.157
H 5.9099 1.3663 -10.7829 -0.158 0.049 -0.005
H 4.3974 0.4881 -11.1267 0.042 0.270 0.020
Br -7.2067 -0.3957 5.0785 0.034 -0.001 0.144
C -7.6087 1.0747 6.2961 -0.140 0.034 -0.207
C -6.3467 1.7717 6.7473 0.009 0.166 0.181
Br -5.4092 0.7280 8.1030 0.079 0.040 -0.143
H -8.1920 0.6554 7.1209 0.240 0.125 -0.165
H -8.2408 1.7558 5.7198 0.165 -0.057 0.122
H -6.5838 2.7217 7.2342 -0.039 -0.184 -0.095
H -5.6363 1.9516 5.9357 -0.227 -0.122 0.132
Br 5.7479 -1.2228 8.5942 -0.157 0.077 -0.070
C 3.8202 -0.9253 8.6367 0.229 0.030 0.201
C 3.0726 -2.0989 8.0487 -0.296 0.033 0.043
Br 3.1661 -2.0916 6.1001 0.013 -0.072 -0.026
H 3.6312 0.0164 8.1135 -0.021 -0.305 0.060
H 3.5751 -0.8027 9.6953 -0.033 -0.089 -0.198
H 2.0063 -2.0330 8.2820 0.190 0.046 -0.020
H 3.4540 -3.0679 8.3826 -0.004 0.306 -0.084
Br -7.4759 0.6992 0.4786 -0.043 -0.078 -0.050
C -9.2040 -0.1801 0.6946 -0.042 0.204 0.021
C -9.1731 -1.1752 1.8307 -0.164 -0.176 0.018
Br -8.2532 -2.8147 1.3091 -0.004 0.109 0.084
H -9.4559 -0.6298 -0.2701 0.090 0.038 0.301
H -9.9090 0.6280 0.9084 0.108 -0.174 0.020
H -10.1863 -1.4902 2.0953 0.151 0.097 -0.099
H -8.6693 -0.7977 2.7249 -0.127 -0.023 -0.320
```
Positions in Å, forces in eV/Å.

As for the spin multiplicity: 1. Its charge is +1. For the gap between HOMO and LUMO, the calculation gives 5.175 eV.



One value per record, in order, for energy: -87722.3822; -1299464.7492 eV.